# 1
This record from the OMol25 dataset describes a 2-piece molecular cluster, CH2N2O3S overall at a distorted geometry. The level of theory is wB97M-V/def2-TZVPD.

For the energy relative to the best compared isomer or geometry (same formula, charge and spin), the calculation gives 2.842 eV. As for the total charge: -2. The calculation puts the gap between HOMO and LUMO (alpha / beta) at 5.30 / 5.30 eV. Its molecular weight is 122.11 g/mol. The maximum force comes out at 0.0354 hartree/bohr. The value obtained for the HOMO energy (alpha / beta) is 1.3197 / 1.3185 eV.

Each line ends with the Löwdin charge.
Cartesian coordinates (Å):
S  -1.16904  0.10854  0.29344  0.4407
O  -2.09090  -1.08498  -1.11471  -0.5613
O  2.51174  0.74761  -1.04943  -0.0584
O  -2.46958  0.67669  0.88019  -0.7181
N  -0.36672  1.20443  -0.36775  -0.4516
N  1.87618  -0.30325  0.97316  0.0111
C  1.88540  0.32832  -0.10333  -0.5545
H  2.78425  -0.72670  1.22157  0.0198
H  -2.96133  -0.95065  -0.73314  -0.1278

# 2
This record from the OMol25 dataset describes a 6-piece molecular cluster, C15H42N9O10 overall at a distorted geometry. The level of theory is wB97M-V/def2-TZVPD.

As for the total charge: -1. The calculation puts the gap between HOMO and LUMO at 9.10 eV. Its molecular weight is 508.55 g/mol. The maximum force comes out at 0.1253 hartree/bohr. The value obtained for the HOMO energy is -6.6810 eV.

Each line ends with the Löwdin charge.
Cartesian coordinates (Å):
O  2.97664  6.28515  -19.66628  0.0647
O  -0.95069  0.88802  -19.73848  -0.0022
O  4.95070  -0.87292  -11.25598  -0.2011
O  1.07655  1.61489  -19.62656  0.0124
O  -1.24581  4.53039  -22.67280  -0.2146
O  -2.90485  -3.04693  -17.04960  -0.0225
O  1.90373  -0.81068  -15.22392  -0.1871
O  -2.56408  8.81162  -21.96691  -0.1950
O  0.55921  -0.44884  -19.58149  -0.1010
O  4.67002  -1.57851  -22.12263  -0.0133
N  0.24604  0.75632  -19.68563  -0.6298
N  2.08721  4.79531  -20.91102  0.1733
N  -2.72053  -1.00938  -18.07968  0.1532
N  2.50132  -2.14257  -12.81637  -0.0695
N  -3.81690  6.29700  -22.76937  -0.0538
N  2.85964  -0.39913  -21.71496  0.1716
N  -1.00220  -2.30699  -18.09566  0.1560
N  2.91827  4.19797  -18.98285  0.1796
N  3.79440  -1.51302  -20.08663  0.1847
C  -3.68883  4.87822  -23.11475  -0.2110
C  2.64576  -1.83386  -11.40825  -0.2075
C  -1.28499  8.76356  -21.34617  -0.1019
C  -2.30609  4.42658  -23.59013  -0.2369
C  4.08525  -1.90973  -10.78221  -0.2187
C  -1.23479  3.58097  -21.58524  -0.0923
C  -2.24409  -2.16414  -17.61876  -0.7190
C  1.09942  -1.94887  -14.89061  -0.2297
C  6.39523  -0.98444  -11.05520  -0.0753
C  1.13489  -2.04217  -13.40008  -0.2092
C  -3.59687  8.13330  -21.25192  -0.2186
C  3.82514  -1.18733  -21.32039  -0.8078
C  2.66062  5.17302  -19.82243  -0.8643
C  2.07401  -0.64003  -16.60389  -0.1122
C  -3.40570  6.59662  -21.38447  -0.1909
H  -2.21553  3.46530  -24.09593  0.1163
H  0.71077  -1.09919  -13.05512  0.1130
H  -3.72723  -0.95633  -18.14161  0.1069
H  -4.33673  4.67430  -23.96723  0.1070
H  -0.54718  -3.20577  -18.02336  0.1098
H  -3.05979  6.63174  -23.34800  0.0901
H  -1.96779  5.07139  -24.40123  0.1172
H  -0.49696  -1.53933  -18.51462  0.0421
H  0.51043  -2.86745  -13.05793  0.1168
H  2.18811  -0.92632  -11.01451  0.1081
H  -2.18607  -0.42472  -18.70627  0.0620
H  -4.55905  8.53543  -21.56907  0.1176
H  1.29214  -0.12993  -17.16653  0.0765
H  6.80050  -1.64147  -11.82472  0.0777
H  2.07003  -2.69599  -11.07155  0.1116
H  2.19477  3.80498  -21.07771  0.1041
H  6.66621  -1.42889  -10.09754  0.0771
H  -2.45181  6.22970  -21.00557  0.1089
H  3.07629  -1.71301  -13.52699  0.0988
H  4.38215  -2.29443  -19.83355  0.1255
H  2.96703  -0.01616  -16.64144  0.0899
H  4.02306  -1.91777  -9.69401  0.1055
H  2.06989  -0.26713  -21.09936  0.0560
H  -0.78144  7.80189  -21.44470  0.0764
H  -1.39827  8.94911  -20.27807  0.0873
H  -4.08118  4.30253  -22.27644  0.1099
H  -0.61301  9.45671  -21.85222  0.0861
H  2.65630  -0.24616  -22.69238  0.1167
H  1.33042  -2.95459  -15.24172  0.1204
H  2.42537  3.33601  -19.16768  0.0740
H  -1.05217  2.62256  -22.07126  0.0853
H  0.12484  -1.82629  -15.36312  0.1171
H  -3.67153  8.36307  -20.18904  0.1051
H  2.40257  -1.59862  -17.00548  0.0866
H  3.05776  -1.10932  -19.52584  0.0925
H  6.71871  0.04399  -11.21580  0.0846
H  -4.26746  6.19999  -20.84766  0.1147
H  3.47558  4.52480  -18.20653  0.1204
H  -2.09529  3.56412  -20.91641  0.0801
H  -0.44723  3.83219  -20.87479  0.0624
H  2.11736  5.40010  -21.71937  0.1244
H  4.40086  -2.94695  -10.89473  0.1071

# 3
This record from the OMol25 dataset describes a 3-piece molecular cluster, C2H13N2O2 overall. The level of theory is wB97M-V/def2-TZVPD.

For the energy relative to the best compared isomer or geometry (same formula, charge and spin), the calculation gives 0.000 eV. The calculation puts the gap between HOMO and LUMO (alpha / beta) at 3.46 / 11.01 eV. Its molecular weight is 97.14 g/mol. The maximum force comes out at 0.0153 hartree/bohr. The value obtained for the HOMO energy (alpha / beta) is -2.7935 / -10.5943 eV. The spin multiplicity is 2.

Each line ends with the Löwdin charge.
Cartesian coordinates (Å):
O  -0.50180  -1.40186  -2.52449  -0.1850
O  -0.19674  -1.97693  0.46442  -0.2564
N  1.15083  1.68826  1.55674  -0.0071
N  0.48584  0.44827  -0.84145  0.1021
C  -0.59969  0.90495  0.05689  -0.2256
C  -0.06751  0.89774  1.48221  -0.3095
H  -1.41405  0.17201  -0.02548  0.0968
H  -0.95545  -2.17509  -2.12161  -0.0247
H  0.60578  -0.57532  -0.70580  0.0817
H  0.50967  -2.58346  0.75809  0.0130
H  0.12541  -0.12595  1.77828  0.0800
H  1.35287  0.89915  -0.53343  0.1279
H  -0.93694  1.89879  -0.22309  0.1190
H  1.69913  1.49240  2.38476  0.0749
H  0.29645  0.59341  -1.83501  0.1166
H  -0.84348  -2.63875  0.11549  -0.0187
H  -0.90413  1.22620  2.10398  0.1144
H  -0.76332  -1.42543  -3.45794  0.0245
H  0.95715  2.68160  1.56747  0.0758

# 4
This record from the OMol25 dataset describes C6H8CuLiO5 as an isolated structure at a distorted geometry. The level of theory is wB97M-V/def2-TZVPD.

For the energy relative to the best compared isomer or geometry (same formula, charge and spin), the calculation gives 0.000 eV. The calculation puts the gap between HOMO and LUMO at 7.38 eV. Its molecular weight is 230.61 g/mol. The maximum force comes out at 0.0599 hartree/bohr. The value obtained for the HOMO energy is -7.8800 eV.

Each line ends with the Löwdin charge.
Cartesian coordinates (Å):
Cu  -1.96795  -0.46919  -2.51839  0.5684
O  2.07247  0.33712  -0.22612  -0.1436
O  -0.68309  -1.70425  -1.35399  0.0034
O  1.24835  -1.38794  1.01593  -0.0220
O  -0.63684  0.39332  -0.62447  -0.0779
O  2.08152  -1.71960  -1.13923  -0.1620
C  2.00185  -0.54976  1.87481  -0.1638
C  2.03041  0.76999  1.12257  -0.1692
C  -3.61507  0.86551  -1.13115  -0.1315
C  -0.09822  -0.74411  -0.81954  -0.5304
C  1.37695  -0.94899  -0.35847  -0.6570
C  -2.65697  0.80190  -0.11130  -0.0707
Li  3.47836  -0.52655  -1.31718  0.8037
H  -2.69858  -0.10098  0.50913  0.0919
H  -3.85134  1.84989  -1.55187  0.0381
H  1.11952  1.36172  1.30113  0.1257
H  -2.26659  1.75659  0.26154  0.0847
H  -4.37226  0.07011  -1.13280  0.0411
H  3.01984  -0.95103  2.01419  0.1210
H  2.91573  1.38019  1.33626  0.1227
H  1.50192  -0.48394  2.84897  0.1274